[1]
This record from the OMol25 dataset describes a molecular structure, C10H25F6NO9S2V2. The level of theory is ωB97M-V with the def2-TZVPD basis set.

Summary:
- frontier orbital gap (alpha / beta) (eV) = 7.76 / 7.58
- multiplicity = 7
- LUMO (alpha / beta) (eV) = -8.48 / -8.66
- net charge = +2
- M (g mol⁻¹) = 583.3
- largest force on an atom (eV/Å) = 4.79
- ΔE to the lowest compared entry with this formula, charge and spin (kcal per mole) = 21.8
- HOMO level (alpha / beta) (Eh) = -0.5966 / -0.5969

Element x y z (Å)
V -2.312 -0.422 -0.450
V -0.416 0.657 -2.935
C -1.793 -3.947 -3.041
F -3.055 -3.807 -2.668
F -1.398 -5.188 -2.938
F -1.655 -3.537 -4.283
S -0.674 -2.866 -1.910
O 0.442 -3.691 -1.543
O -0.236 -1.725 -2.759
N -1.642 -2.335 -0.579
S -1.719 -3.451 0.556
O -2.784 -3.081 1.484
O -1.865 -4.764 0.003
C -0.041 -3.408 1.501
F 0.718 -4.388 1.111
F 0.584 -2.235 1.311
F -0.340 -3.535 2.778
O -0.347 0.449 -0.801
H 0.550 0.773 -0.697
C -2.025 -0.555 4.003
C -2.729 0.018 2.761
O -1.846 -0.105 1.654
H -1.137 0.006 4.299
H -1.630 -1.547 3.785
H -2.740 -0.604 4.822
H -3.039 1.059 2.879
H -3.661 -0.532 2.622
H -1.077 0.493 1.756
C 2.533 0.015 2.836
C 1.914 1.350 2.438
O 0.557 1.179 1.970
H 3.464 0.212 3.371
H 2.769 -0.642 1.999
H 1.889 -0.532 3.524
H 2.510 1.807 1.643
H 1.917 2.100 3.226
H 0.624 0.864 1.072
C 3.391 1.491 -1.455
C 2.876 0.179 -2.078
O 1.797 0.487 -2.951
H 2.502 1.860 -0.932
H 3.557 2.245 -2.226
H 4.257 1.398 -0.807
H 2.455 -0.446 -1.288
H 3.646 -0.378 -2.610
H 2.164 0.499 -3.845
C -1.262 5.054 -1.858
C -0.503 3.782 -1.433
O -0.383 2.890 -2.556
H -0.694 5.761 -2.461
H -1.532 5.629 -0.971
H -2.181 4.692 -2.319
H -0.917 3.229 -0.594
H 0.504 4.109 -1.160
H 0.016 3.429 -3.253

=====

[2]
This record from the OMol25 dataset describes a molecular structure, C10H25N2O7PS. The level of theory is ωB97M-V with the def2-TZVPD basis set.

Summary:
- frontier orbital gap (eV) = 10.01
- LUMO (eV) = 0.45
- net charge = 0
- M (g mol⁻¹) = 348.4
- largest force on an atom (eV/Å) = 0.79
- ΔE to the lowest compared entry with this formula, charge and spin (kcal per mole) = 0.0
- HOMO level (Eh) = -0.3510

Element x y z (Å)
C 1.559 -0.159 -0.669
O 1.367 0.835 0.311
C 0.005 1.075 0.575
C -0.723 1.799 -0.569
C -1.807 0.979 -1.265
O -3.110 1.488 -0.861
P -4.334 0.510 -0.989
O -4.781 0.176 -2.333
O -3.991 -0.793 -0.130
O -5.362 1.322 -0.048
S -6.931 0.731 -0.009
H 0.929 0.001 -1.549
H 1.360 -1.158 -0.269
H 2.599 -0.139 -0.979
H -0.519 0.144 0.826
H -0.037 1.687 1.470
H -0.003 2.158 -1.300
H -1.226 2.670 -0.153
H -1.724 -0.078 -1.026
H -1.746 1.107 -2.344
H -3.907 -0.586 0.807
H -6.742 -0.284 0.852
C 0.502 -0.312 4.188
C -0.295 0.923 4.541
O -1.006 1.488 3.725
N -0.189 1.394 5.811
C 0.603 0.863 6.903
H 0.316 -0.552 3.146
H 1.570 -0.135 4.319
H 0.205 -1.158 4.808
H -0.741 2.220 5.980
H -0.039 0.590 7.742
H 1.324 1.606 7.248
H 1.146 -0.019 6.584
C 2.475 -2.923 -3.840
C 3.376 -1.737 -3.581
O 3.927 -1.567 -2.506
N 3.551 -0.852 -4.598
C 2.979 -0.888 -5.930
H 2.441 -3.525 -2.937
H 1.464 -2.597 -4.087
H 2.859 -3.532 -4.658
H 4.160 -0.085 -4.362
H 3.768 -0.928 -6.683
H 2.376 0.003 -6.112
H 2.347 -1.761 -6.048

=====

[3]
This record from the OMol25 dataset describes a molecular structure, C10H25N6NaO2. The level of theory is ωB97M-V with the def2-TZVPD basis set.

Summary:
- frontier orbital gap (eV) = 6.76
- LUMO (eV) = 0.10
- net charge = 0
- M (g mol⁻¹) = 284.3
- largest force on an atom (eV/Å) = 1.10
- ΔE to the lowest compared entry with this formula, charge and spin (kcal per mole) = 7.3
- HOMO level (Eh) = -0.2449

Element x y z (Å)
Na -0.284 0.098 -0.271
N 1.357 0.256 1.425
C 2.355 0.933 0.603
C 1.763 2.240 0.079
N 0.712 1.999 -0.908
C -0.360 2.988 -0.832
C -1.613 2.639 -1.635
N -2.049 1.264 -1.412
C 1.245 1.780 -2.250
C 0.652 0.552 -2.945
N 1.012 -0.665 -2.212
H 1.317 0.660 2.352
H 1.547 -0.735 1.525
H 2.602 0.281 -0.236
H 3.286 1.156 1.140
H 2.565 2.876 -0.325
H 1.327 2.763 0.933
H -0.013 3.979 -1.170
H -0.649 3.074 0.218
H -1.411 2.766 -2.704
H -2.366 3.389 -1.364
H -2.850 1.070 -2.001
H -2.375 1.085 -0.446
H 2.323 1.614 -2.169
H 1.101 2.663 -2.888
H 1.002 0.550 -3.985
H -0.432 0.628 -2.947
H 1.950 -0.959 -2.451
H 0.387 -1.428 -2.444
C -0.145 -3.855 2.552
C -0.429 -2.753 1.566
N 0.349 -2.533 0.568
O 1.471 -3.395 0.565
C -1.594 -1.886 1.749
C -2.580 -2.114 2.862
N -1.693 -0.891 0.918
O -2.640 -0.011 1.054
H 0.929 -3.942 2.707
H -0.491 -4.807 2.144
H -0.639 -3.680 3.502
H 1.880 -3.180 -0.275
H -2.945 -3.143 2.871
H -3.418 -1.440 2.694
H -2.154 -1.889 3.843

=====

- Number 3 is which compound?
  C10H25N6NaO2